A single C6H7I molecule in a non-equilibrium geometry. Source: the OMol25 dataset; level of theory: ωB97M-V with the def2-TZVPD basis set.

Geometry as XYZ:
```
14
Properties=species:S:1:pos:R:3:forces:R:3
C 0.61915 -1.49160 -0.35650 -2.35 2.42 1.23
C -0.59884 -1.65225 0.23363 2.19 1.01 -0.69
C 0.38618 0.93127 -0.09034 -2.73 0.59 1.62
C 0.10421 2.17905 0.19958 1.60 0.52 -0.79
C 1.22417 -0.12777 -0.53303 0.82 -0.24 -2.54
C -1.33907 -0.56390 0.82273 0.71 0.36 -4.03
I -3.11156 0.05027 -0.03953 -0.69 -0.13 -0.25
H 1.17056 -2.27943 -0.69263 1.24 -2.24 -1.01
H -0.98116 -2.60986 0.03581 -1.00 -1.29 0.44
H -0.87280 2.61916 0.22551 -0.85 -0.49 0.54
H 0.84212 3.01545 0.21534 -0.01 -0.81 -0.18
H 2.16478 -0.16170 -0.07045 1.52 0.20 1.44
H 1.64326 0.09951 -1.61230 -1.35 -0.71 1.45
H -1.25101 -0.00819 1.66217 0.90 0.82 2.78
```
Positions in Å, forces in eV/Å.

Output
- E_HOMO (spin up / spin down) (Eh) = -0.284 / -0.279
- electronic energy (eV) = -14430.6954
- frontier orbital gap (spin up / spin down) (eV) = 7.8 / 7.9
- energy above the lowest of the compared OMol25 structures with the same formula, charge and spin (kcal/mol) = 92.64

Results of the Mulliken charge analysis, in e, for atoms 1 through 6: -0.552, -0.299, 0.160, -0.735, -0.245, -0.942

A single C3H4O2 molecule in a non-equilibrium geometry. Source: the OMol25 dataset; level of theory: ωB97M-V with the def2-TZVPD basis set.

Geometry as XYZ:
```
9
Properties=species:S:1:pos:R:3:forces:R:3
O 0.92069 -0.03593 2.07986 0.66 -0.52 2.53
C -0.09961 -0.43976 1.60637 -1.06 0.16 -1.03
C -0.33698 -0.09761 0.20541 -1.93 0.49 -2.24
C 0.81013 0.29135 -0.40748 0.25 1.02 1.23
O 1.14540 0.70892 -1.62841 -1.79 -0.89 -0.46
H -0.91066 -1.05330 2.10152 0.82 0.44 0.15
H -1.44025 -0.02653 -0.21232 2.58 -0.57 0.55
H 1.65437 0.48803 0.21814 0.37 -0.62 0.51
H 0.35762 0.41976 -2.10396 0.10 0.50 -1.25
```
Positions in Å, forces in eV/Å.

Output
- SMILES = O=C/C=C/O
- E_HOMO (Eh) = -0.346
- electronic energy (eV) = -7268.8934
- frontier orbital gap (eV) = 10.1
- energy above the lowest of the compared OMol25 structures with the same formula, charge and spin (kcal/mol) = 41.34

Results of the Mulliken charge analysis, in e, for atoms 1 through 6: -0.498, 0.094, -0.446, 0.039, -0.420, 0.297

C33H35N5O2RbSTe as an isolated structure. Source: the OMol25 dataset; level of theory: ωB97M-V with the def2-TZVPD basis set.

Geometry as XYZ:
```
78
Properties=species:S:1:pos:R:3:forces:R:3
Rb 0.02774 0.39685 -0.93780 0.01 -0.01 -0.02
C 0.38583 2.73661 -4.42910 -0.01 0.01 -0.02
C 1.40100 2.01618 -3.58333 0.00 0.00 0.02
C 1.71476 0.68226 -3.81810 -0.01 0.00 -0.01
C 2.65240 0.00336 -3.04188 0.00 0.01 -0.02
C 2.99589 -1.43378 -3.32093 0.00 0.00 0.00
C 3.28409 0.69553 -2.01518 0.03 0.00 -0.01
C 3.00037 2.03608 -1.75838 0.00 0.00 0.00
C 3.74356 2.77805 -0.68055 0.01 -0.01 0.03
C 2.04926 2.67998 -2.54196 -0.02 -0.01 -0.01
H 0.84397 3.57155 -4.96097 0.01 0.00 0.01
H -0.42048 3.14894 -3.81902 0.00 0.00 0.01
H -0.05277 2.07304 -5.17427 0.00 -0.01 0.00
H 1.22262 0.15741 -4.63019 0.02 0.00 -0.02
H 2.19016 -1.94000 -3.85247 0.00 0.00 0.00
H 3.18877 -1.97658 -2.39533 0.00 0.00 0.00
H 3.89361 -1.50084 -3.93835 0.00 0.00 0.00
H 4.03225 0.18226 -1.41972 0.00 0.02 -0.01
H 4.73586 3.06902 -1.02998 0.00 0.00 -0.01
H 3.88673 2.15590 0.20567 0.00 0.00 0.00
H 3.21950 3.68859 -0.39010 0.00 0.00 -0.01
H 1.81664 3.72235 -2.34952 0.00 0.00 0.00
C -3.08705 -4.01428 -0.74098 -0.02 0.02 -0.01
O -3.12943 -3.31825 -1.99774 0.06 -0.06 0.05
C -2.23588 -2.33853 -2.13859 -0.04 0.14 -0.13
O -1.38803 -2.03590 -1.32511 -0.05 -0.07 0.12
N -2.43164 -1.71012 -3.33078 0.01 0.00 0.02
N -1.61022 -0.64217 -3.68774 0.01 0.03 0.00
H -3.75823 -4.85869 -0.85357 0.00 0.00 0.00
H -3.43920 -3.35726 0.05353 0.01 -0.01 0.01
H -2.07654 -4.35422 -0.52562 0.00 0.00 0.00
H -3.09539 -2.10079 -3.98091 0.00 -0.01 0.00
H -2.17965 0.14883 -3.96360 0.00 -0.01 0.00
H -1.00562 -0.90020 -4.45871 0.00 -0.01 0.00
N -3.54882 2.09332 2.04956 0.01 0.00 0.00
C -4.43874 1.33220 1.31758 -0.01 0.00 0.00
C -5.75440 0.94362 1.54593 0.01 0.00 0.00
C -6.33883 0.14683 0.58142 -0.01 -0.01 0.00
C -5.63983 -0.24433 -0.57215 0.01 0.00 0.00
C -4.33528 0.15028 -0.79041 -0.01 0.01 0.01
C -3.72571 0.94889 0.17634 0.00 0.01 0.00
N -2.43738 1.46176 0.22489 -0.05 -0.01 0.02
C -2.37396 2.11572 1.35369 0.01 0.02 0.00
C -1.17286 2.76808 1.87517 0.02 -0.03 0.00
C -1.12081 3.62737 2.93122 0.03 0.01 0.00
S 0.49633 4.07072 3.24055 -0.05 0.00 0.03
C 0.99444 3.08581 1.93677 0.03 0.00 -0.03
N 0.04284 2.47025 1.30650 0.00 -0.01 0.00
H -3.70009 2.46967 2.96854 0.00 0.00 0.00
H -6.29776 1.24713 2.43093 0.00 0.00 0.00
H -7.36101 -0.18066 0.71467 0.00 0.00 0.00
H -6.14094 -0.86422 -1.30384 0.00 0.00 0.00
H -3.79784 -0.14329 -1.68268 0.00 0.00 0.00
H -1.93042 4.02510 3.52082 0.00 0.00 0.00
H 2.03849 2.99789 1.67330 0.00 0.00 0.00
Te 1.45106 -2.65829 0.66162 -0.08 0.04 0.01
C 3.28470 -2.39298 1.65709 0.00 0.00 0.04
C 3.69153 -3.31197 2.61965 0.00 0.00 -0.01
C 4.88910 -3.12367 3.29606 0.01 0.01 0.00
C 5.68248 -2.02044 3.01554 0.01 0.00 0.00
C 5.28212 -1.10291 2.05427 -0.01 -0.01 0.00
C 4.08605 -1.28998 1.37540 -0.01 0.00 -0.03
C 0.29850 -1.50898 2.02791 0.13 0.03 0.03
C -1.08914 -1.53734 1.92349 -0.01 -0.01 -0.02
C -1.87056 -0.81702 2.81760 0.00 -0.02 -0.02
C -1.27381 -0.06737 3.82018 0.02 0.02 0.01
C 0.11041 -0.03027 3.91825 0.00 0.00 0.00
C 0.89833 -0.74359 3.02486 -0.06 -0.02 -0.01
H 3.07451 -4.17264 2.84225 0.00 0.00 0.00
H 5.20237 -3.84155 4.04257 0.00 0.00 0.00
H 6.61575 -1.87709 3.54388 0.00 0.00 0.00
H 5.90295 -0.24462 1.83080 0.00 0.00 0.00
H 3.76824 -0.57592 0.62503 0.01 0.00 0.03
H -1.56446 -2.12317 1.14671 -0.01 0.00 -0.01
H -2.95025 -0.85377 2.73058 0.00 0.00 -0.01
H -1.88305 0.47733 4.53106 0.00 0.00 0.00
H 0.58549 0.54735 4.70192 -0.01 0.00 0.00
H 1.97539 -0.71444 3.12575 0.02 -0.01 -0.01
```
Positions in Å, forces in eV/Å.

Output
- total charge = +1
- E_HOMO (Eh) = -0.371
- electronic energy (eV) = -65115.8387
- frontier orbital gap (eV) = 8.1
- energy above the lowest of the compared OMol25 structures with the same formula, charge and spin (kcal/mol) = 0.45

Results of the Mulliken charge analysis, in e, for atoms 1 through 6: 1.031, -1.626, 0.605, -0.639, 0.044, -1.567

A 3-piece molecular cluster, H5OS2 overall in a non-equilibrium geometry. Source: the OMol25 dataset; level of theory: ωB97M-V with the def2-TZVPD basis set.

Geometry as XYZ:
```
8
Properties=species:S:1:pos:R:3:forces:R:3
O 0.83777 3.38141 1.13677 0.03 -0.22 0.09
H 1.72157 3.69998 0.90370 0.01 0.11 0.18
H 0.81515 2.51365 0.71491 -0.01 0.17 -0.45
H -1.03149 -1.22123 -0.42967 0.37 0.98 -1.15
S 0.15291 0.35875 0.63124 -0.10 -0.59 -0.41
S -0.70331 -2.27836 -1.25105 -0.39 -1.64 1.55
H 0.25778 0.11401 1.95883 -0.01 -0.33 -0.05
H 0.14325 -2.19012 -2.30270 0.09 1.53 0.23
```
Positions in Å, forces in eV/Å.

Output
- total charge = +1
- E_HOMO (Eh) = -0.577
- electronic energy (eV) = -23785.8324
- frontier orbital gap (eV) = 5.1
- energy above the lowest of the compared OMol25 structures with the same formula, charge and spin (kcal/mol) = 112.74

Results of the Mulliken charge analysis, in e, for atoms 1 through 6: -0.482, 0.369, 0.228, 0.212, 0.062, 0.006

A single C5H10O2 molecule. Source: the OMol25 dataset; level of theory: ωB97M-V with the def2-TZVPD basis set.

Geometry as XYZ:
```
17
Properties=species:S:1:pos:R:3:forces:R:3
C -2.45546 -0.10422 -0.65954 -0.01 0.00 -0.01
C -1.30348 0.65123 -0.02202 -0.23 0.04 -0.16
O -0.31320 -0.31137 0.34375 -0.08 0.19 -0.01
C 1.01110 0.19211 0.34224 0.30 0.05 0.04
C 1.82198 -0.63972 1.31936 0.06 0.00 -0.05
C 1.52183 0.00543 -1.07612 0.09 0.29 -0.19
O 1.72682 0.90695 -1.85244 -0.05 -0.54 0.29
H -2.68950 -0.98046 -0.04830 -0.04 0.11 -0.09
H -3.35364 0.51798 -0.73896 0.19 -0.06 0.02
H -2.17695 -0.44306 -1.66252 -0.06 -0.01 0.16
H -0.89450 1.38973 -0.72685 0.01 -0.16 0.12
H -1.63433 1.19529 0.87660 0.12 -0.13 -0.11
H 1.04319 1.26372 0.57434 -0.08 -0.11 0.11
H 2.81947 -0.22263 1.50041 -0.24 0.03 -0.06
H 1.26919 -0.70065 2.25979 0.17 -0.05 -0.06
H 1.95518 -1.64827 0.91243 -0.10 0.05 0.17
H 1.65230 -1.07207 -1.34216 -0.03 0.29 -0.19
```
Positions in Å, forces in eV/Å.

Output
- SMILES = CCO[C@@H](C)C=O
- E_HOMO (Eh) = -0.350
- electronic energy (eV) = -9441.3002
- frontier orbital gap (eV) = 10.6
- energy above the lowest of the compared OMol25 structures with the same formula, charge and spin (kcal/mol) = 40.19

Results of the Mulliken charge analysis, in e, for atoms 1 through 6: -1.193, -0.214, -0.351, 0.382, -1.351, -0.031

An isolated ion of composition C4H9N3S and charge +2 in a non-equilibrium geometry. Source: the OMol25 dataset; level of theory: ωB97M-V with the def2-TZVPD basis set.

Geometry as XYZ:
```
17
Properties=species:S:1:pos:R:3:forces:R:3
C 1.63591 1.36067 -1.46616 -1.06 0.49 0.01
C -0.39076 0.03223 -1.21146 2.57 2.28 3.76
C 1.29992 -0.77312 0.24133 1.79 -1.45 1.26
C -0.11671 -0.30596 0.34012 0.44 1.75 -3.83
N 0.46213 0.85333 -1.78155 -1.00 0.65 -1.98
N -1.39781 -0.53136 -1.79245 -2.01 -1.58 -1.95
N -0.27839 0.74524 1.42510 -0.68 2.77 -0.51
S 2.54282 0.43474 -0.36742 0.90 -0.76 1.45
H 2.11313 2.22425 -1.95018 -0.35 -0.58 0.02
H 1.63701 -1.21165 1.24088 0.15 0.59 -1.31
H 1.45598 -1.57231 -0.53253 -0.63 0.28 0.89
H -0.78146 -1.05213 0.56360 -1.34 -2.09 1.04
H -1.70672 -1.42850 -1.42658 -0.43 0.28 0.06
H -1.67555 -0.38488 -2.78038 0.58 0.21 0.69
H -0.11702 1.82355 1.20037 -0.69 -2.56 -0.18
H 0.54705 0.56540 1.97825 -0.10 -0.11 1.42
H -1.21055 0.70353 1.97285 1.85 -0.17 -0.84
```
Positions in Å, forces in eV/Å.

Output
- 2S+1 = 3
- total charge = +2
- E_HOMO (spin up / spin down) (Eh) = -0.566 / -0.680
- electronic energy (eV) = -19577.4083
- frontier orbital gap (spin up / spin down) (eV) = 7.6 / 6.0
- energy above the lowest of the compared OMol25 structures with the same formula, charge and spin (kcal/mol) = 0.00

Results of the Mulliken charge analysis, in e, for atoms 1 through 6: -0.173, 0.496, -0.833, -0.523, -0.397, -0.257

C12H9AuNS2 as an isolated structure. Source: the OMol25 dataset; level of theory: ωB97M-V with the def2-TZVPD basis set.

Geometry as XYZ:
```
25
Properties=species:S:1:pos:R:3:forces:R:3
Au 1.50305 -2.20427 -0.51866 0.10 0.18 -0.09
C 0.86871 -2.61255 2.78609 -0.04 -0.02 -0.04
C -0.09113 -3.01657 1.85929 -0.04 0.07 0.09
C 0.56648 -3.74317 0.77059 0.13 -0.09 0.04
C 1.93562 -3.76329 1.07871 -0.14 -0.08 0.00
C 2.10731 -3.03853 2.34149 0.04 0.02 0.01
H 0.68034 -2.03902 3.67887 0.00 0.00 0.00
H -1.15386 -2.83638 1.91636 0.00 0.00 0.00
H 0.05969 -4.41547 0.09338 0.01 0.01 -0.02
H 2.67877 -4.41132 0.63834 0.00 0.01 -0.01
H 3.05824 -2.87263 2.82393 0.00 -0.01 0.00
S 2.20769 -0.54104 -2.00659 -0.17 -0.03 0.05
C 1.05981 0.65879 -1.77318 0.29 0.03 -0.05
N 0.05531 0.61624 -0.89839 -0.13 -0.06 0.01
C -0.67283 1.73552 -0.96014 0.04 0.02 -0.05
C -1.81843 1.99726 -0.16764 -0.05 0.02 0.04
C -2.46793 3.18313 -0.33420 0.00 -0.04 0.02
C -2.01139 4.13898 -1.27734 0.06 0.00 -0.05
C -0.89928 3.91944 -2.06527 -0.04 0.05 0.00
C -0.22832 2.71509 -1.90905 0.06 -0.05 0.02
S 1.17186 2.13789 -2.71631 -0.10 -0.03 0.01
H -2.14588 1.25165 0.54297 0.00 0.01 0.00
H -3.34520 3.41025 0.25511 0.00 -0.01 0.00
H -2.55323 5.06953 -1.38067 0.00 0.00 0.00
H -0.56538 4.66046 -2.77770 -0.01 0.00 0.00
```
Positions in Å, forces in eV/Å.

Output
- 2S+1 = 3
- total charge = +1
- E_HOMO (spin up / spin down) (Eh) = -0.443 / -0.461
- electronic energy (eV) = -39434.8090
- frontier orbital gap (spin up / spin down) (eV) = 8.8 / 5.9
- energy above the lowest of the compared OMol25 structures with the same formula, charge and spin (kcal/mol) = 0.00

Results of the Mulliken charge analysis, in e, for atoms 1 through 6: 0.299, -0.328, -0.453, -0.276, -0.649, -0.460